[1]
15
Properties=species:S:1:pos:R:3:forces:R:3:mulliken_charge:R:1 method="wB97M-V/def2-TZVPD" e_above_lowest_kcal_mol=82.6 homo_lumo_gap_ev=8.892 charge=0 homo_energy_ha=-0.293
C -1.433200 0.170717 0.787723 2.5558 -5.0890 0.5886 -0.8766
C -1.548255 -0.090026 -0.633906 -4.2037 -0.9317 -4.3436 -0.2289
C -0.159043 0.052368 -0.206123 -1.7305 1.1359 0.5756 0.3749
C 0.855381 1.168575 -0.234824 -1.1054 2.0225 0.1198 -0.3784
C 1.933281 -0.692084 -0.025281 4.2280 1.4310 2.6164 -0.1031
H -1.478551 0.972955 1.430176 -0.5227 2.0308 0.6632 0.3908
H -1.484133 -0.856458 1.297692 -0.2381 1.8912 0.0316 0.1458
H -2.310474 0.538877 -1.384201 2.6836 -1.1967 1.8469 0.2438
H -1.834257 -1.241300 -0.834113 0.6807 2.7255 0.3276 0.1750
H 0.394470 1.861678 0.464708 0.8907 0.6654 0.3844 0.2635
H 1.040223 1.789544 -1.136592 -0.4783 -0.7819 -0.0420 0.2079
H 2.950713 -1.246520 0.151851 -2.7370 -0.0755 -0.5859 0.3146
H 0.302696 -1.929552 0.341864 0.8398 1.4659 -1.1890 0.2825
N 2.112058 0.573320 0.152894 0.2317 -0.3350 -1.0461 -0.4948
N 0.659094 -1.072100 -0.171869 -1.0946 -4.9583 0.0523 -0.3172

=====

[2]
15
Properties=species:S:1:pos:R:3:forces:R:3:mulliken_charge:R:1 method="wB97M-V/def2-TZVPD" e_above_lowest_kcal_mol=151.7 homo_lumo_gap_ev="6.019 / 8.501" charge=0 homo_energy_ha="-0.221 / -0.284"
C -1.679760 1.169965 0.144530 0.3350 -0.2217 -0.0430 -1.0833
C -0.355306 0.764377 -0.354035 -1.3780 2.4986 0.4654 0.4596
C 0.844646 0.105025 -0.032531 -3.2195 -1.1559 -1.0558 0.4153
C 0.201500 -1.244968 0.451917 1.1898 0.1362 -0.5969 -0.1550
C 2.106262 0.400367 0.411086 2.7163 0.4776 0.1018 -0.9532
N 0.227526 0.620718 -1.546602 0.9569 -1.2259 1.2415 -0.5683
N -0.349384 -2.042098 -0.361101 0.2940 -0.1263 -0.4949 -0.5844
H -0.259320 -0.041488 -2.160571 0.2416 -0.3390 -0.0688 0.2641
H -0.446537 -2.994701 -0.020155 -0.4045 0.2245 0.3492 0.2458
H 0.449726 -1.458595 1.495917 -0.0696 0.0386 0.0234 0.4203
H -2.443404 0.454603 -0.162395 -0.3240 0.0041 -0.0270 0.2984
H -1.911344 2.157391 -0.269518 -0.1007 -0.1483 0.0109 0.3402
H -1.670094 1.242500 1.231747 -0.0495 -0.0263 -0.0126 0.3031
H 2.354623 0.533060 1.454126 -0.2326 -0.2407 0.1000 0.3236
H 2.930867 0.333844 -0.282414 0.0449 0.1046 0.0068 0.2739

=====

[3]
15
Properties=species:S:1:pos:R:3:forces:R:3:mulliken_charge:R:1 method="wB97M-V/def2-TZVPD" e_above_lowest_kcal_mol=68.9 homo_lumo_gap_ev=8.919 charge=0 homo_energy_ha=-0.314
C 0.168268 -0.508964 -1.288883 0.0770 -0.2528 0.0591 -0.6222
C 0.616947 0.006437 0.140141 0.0809 -0.0283 -0.0485 0.4186
C 0.478813 -1.143233 1.138004 0.0100 -0.0565 0.0343 -1.4296
N -0.129558 1.178520 0.643410 0.1614 0.1325 0.0010 -0.3249
C -1.402141 1.377946 0.022782 -0.1798 -0.0262 -0.1200 -0.6400
C -1.232822 1.140017 -1.274652 0.3872 -0.1874 -0.1521 0.4975
N -0.409963 0.623852 -2.044504 -0.3885 0.3073 0.3652 -0.5854
H -0.565071 -1.313898 -1.162787 0.0627 0.1460 0.0030 0.3191
H 1.669073 0.305797 0.069144 -0.1510 -0.0343 0.0150 0.3063
H 1.025416 -0.910970 -1.838268 -0.1369 0.0418 0.1084 0.3735
H 0.883130 -0.856902 2.112731 -0.0291 -0.0503 -0.1448 0.3649
H -0.582033 -1.385387 1.268503 0.1480 0.0275 -0.0311 0.3298
H 0.999263 -2.043566 0.790934 -0.0694 0.1245 0.0325 0.3481
H 0.454082 2.006200 0.672493 -0.0810 -0.1006 0.0116 0.2815
H -2.302107 1.573843 0.586840 0.1083 -0.0433 -0.1336 0.3628

=====

[4]
15
Properties=species:S:1:pos:R:3:forces:R:3:mulliken_charge:R:1 method="wB97M-V/def2-TZVPD" e_above_lowest_kcal_mol=3.8 homo_lumo_gap_ev=8.414 charge=0 homo_energy_ha=-0.270
C 2.325935 -0.545493 0.046311 0.0678 -0.0133 -0.0211 -1.1636
C 0.901538 -0.102655 -0.059450 -0.0524 -0.0806 0.0632 0.1749
C -0.238062 -0.817834 -0.352445 -0.0269 0.0097 -0.0143 -0.6885
C -1.353928 0.053643 -0.170078 0.1832 0.1356 0.0885 0.9263
N -2.705169 -0.277702 -0.407866 -0.0143 -0.0675 0.1458 -0.5680
C -0.858385 1.272766 0.224523 -0.1831 -0.0604 -0.0583 -0.9256
N 0.516942 1.158432 0.290288 0.1396 -0.0968 -0.0479 -0.0224
H 2.538932 -0.937126 1.048697 -0.0046 0.0582 -0.1486 0.2357
H 2.548917 -1.336776 -0.674789 -0.0703 0.1178 0.0948 0.3118
H 3.020336 0.280963 -0.139642 -0.0964 -0.0903 -0.0070 0.3362
H -0.276612 -1.860896 -0.650812 0.0263 0.2299 0.0719 0.3263
H -3.335779 0.259180 0.175812 0.0690 -0.0734 -0.1190 0.2396
H -2.876989 -1.262915 -0.248749 -0.0059 0.1260 -0.0294 0.2532
H -1.361962 2.196950 0.468040 0.0663 -0.1086 -0.0885 0.3654
H 1.154287 1.919464 0.450163 -0.0983 -0.0864 0.0700 0.1988

=====

[5]
15
Properties=species:S:1:pos:R:3:forces:R:3:mulliken_charge:R:1 method="wB97M-V/def2-TZVPD" e_above_lowest_kcal_mol=111.5 homo_lumo_gap_ev="7.167 / 7.168" charge=0 homo_energy_ha="-0.237 / -0.237"
C 0.602859 -0.194761 1.786617 0.6347 -0.0806 -0.0868 -0.1557
C -0.765383 -0.133167 1.763016 -2.6249 0.5710 -6.0404 -0.6562
C 1.406109 0.076075 0.717805 0.1072 0.0605 -0.1140 -0.5480
C -1.371428 -0.073396 0.016783 2.8169 -0.1859 5.7966 -0.2821
C 0.825082 0.788069 -0.450939 0.3107 0.3569 0.4608 -0.5921
N -0.415683 0.122679 -0.862488 -0.7506 -0.5708 -0.0421 0.4411
N -0.389843 -0.511692 -2.115294 -0.1259 -0.0327 -0.4639 -0.7295
H 1.050127 -0.570353 2.701097 0.0670 -0.0885 0.0404 0.3523
H -1.519971 -0.117298 2.512386 -0.2345 -0.0433 0.2834 0.4127
H 2.427482 -0.258987 0.679169 0.1779 0.0161 0.0548 0.3668
H -2.252844 -0.638242 -0.216947 -0.3193 0.0332 -0.3311 0.3692
H 0.543365 1.826015 -0.203771 -0.0113 -0.1147 -0.0328 0.2394
H 1.501874 0.788988 -1.304543 -0.1359 -0.0073 0.0216 0.2888
H -0.574001 0.164856 -2.857583 -0.0328 -0.1347 0.2755 0.2506
H -1.067745 -1.268786 -2.165308 0.1210 0.2208 0.1779 0.2426

=====

[6]
15
Properties=species:S:1:pos:R:3:forces:R:3:mulliken_charge:R:1 method="wB97M-V/def2-TZVPD" e_above_lowest_kcal_mol=47.5 homo_lumo_gap_ev=9.322 charge=0 homo_energy_ha=-0.308
C -2.246043 -0.342772 -0.506962 -0.2427 -0.0127 0.2082 -0.7646
N -1.113925 0.137879 0.237914 -0.4283 -0.1053 0.5873 0.6568
C -0.059670 -0.617343 0.543806 0.1498 -0.0429 -0.7209 -0.3997
C 1.032414 0.196510 0.679074 -0.4770 0.4089 -0.0464 0.2873
C 2.162658 -0.367276 -0.151580 0.1877 0.0071 -0.2062 -1.1463
C 0.440879 1.503914 0.695467 0.0631 -0.0466 -0.3057 -0.3959
N -0.853851 1.452941 0.385031 0.1959 -0.2810 0.2789 -0.9135
H -2.132099 -0.133673 -1.579840 -0.0429 0.0773 0.3200 0.2969
H -3.121218 0.148291 -0.101814 -0.4059 -0.0974 -0.2242 0.2799
H -2.292076 -1.427280 -0.368041 -0.1966 0.2553 0.0081 0.2860
H 0.005351 -1.681755 0.370407 -0.4576 0.0271 -0.1016 0.4308
H 2.780789 0.423646 -0.567673 0.4455 -0.1085 0.3351 0.3372
H 1.642425 -0.805419 -1.026067 0.7097 0.1323 0.2272 0.3349
H 2.710483 -1.176958 0.326375 0.4006 0.2379 0.0402 0.2768
H 0.852445 2.481286 0.957172 0.0986 -0.4513 -0.4001 0.4334

=====

[7]
15
Properties=species:S:1:pos:R:3:forces:R:3:mulliken_charge:R:1 method="wB97M-V/def2-TZVPD" e_above_lowest_kcal_mol=30.1 homo_lumo_gap_ev=10.878 charge=0 homo_energy_ha=-0.367
C 0.127843 -1.465185 0.070899 0.0243 0.0093 -0.0397 -1.3730
C 0.237811 0.050802 0.123608 -0.1229 -0.1015 -0.0567 1.0344
C -0.163824 0.798213 -1.144880 0.0572 0.0373 0.0069 -0.5637
C -1.522741 0.454401 -1.583659 -0.8973 -0.2640 -0.2642 0.2937
N -2.585788 0.141971 -1.917031 1.0553 0.3397 0.3386 -0.4377
C 0.106269 0.747199 1.426141 -0.2755 0.0793 0.1630 -0.7345
N 1.405958 0.646733 0.762871 0.2360 -0.1233 -0.0137 -0.6634
H -0.610631 -1.788374 -0.669258 0.0770 0.0720 0.1283 0.4039
H 1.090444 -1.913701 -0.198142 -0.1039 0.0637 -0.0519 0.3212
H -0.179424 -1.874875 1.035659 0.0790 0.0480 -0.0583 0.3446
H 0.533638 0.561895 -1.957524 -0.1026 -0.0111 0.1059 0.2399
H -0.099541 1.877309 -0.969762 -0.0155 -0.1766 -0.0327 0.3527
H -0.082139 0.134389 2.306161 0.0357 0.0933 -0.1670 0.2645
H -0.301297 1.754741 1.476902 0.0291 -0.1583 -0.0304 0.2444
H 1.976728 -0.077898 1.191267 -0.0758 0.0923 -0.0281 0.2731

=====

[8]
15
Properties=species:S:1:pos:R:3:forces:R:3:mulliken_charge:R:1 method="wB97M-V/def2-TZVPD" e_above_lowest_kcal_mol=50.0 homo_lumo_gap_ev=8.763 charge=0 homo_energy_ha=-0.289
C 2.205488 0.173756 -0.086646 0.2238 -0.0237 0.0651 -0.8805
N 0.810365 -0.097543 0.147738 0.0497 -0.2451 0.0986 0.1956
C 0.248706 -1.335127 0.285278 0.3747 -0.0832 -0.0164 -0.2040
C -1.115852 -1.212225 0.327387 0.1522 0.0706 0.4380 -0.8038
C -1.379013 0.174893 0.257641 1.1659 -0.4234 1.3725 0.6254
N -2.658597 0.671513 -0.128415 1.2489 0.0233 -2.3301 -0.6827
C -0.183938 0.843198 0.099550 0.1937 -0.1120 0.4814 -0.8935
H 2.788579 -0.664183 0.297714 0.0455 0.1195 -0.0715 0.2962
H 2.419108 0.301826 -1.155330 -0.0409 -0.0381 0.1830 0.2898
H 2.500299 1.082091 0.445007 0.0054 -0.1256 -0.0575 0.3310
H 0.867569 -2.213822 0.371321 0.0472 0.0362 -0.0773 0.3514
H -1.855658 -2.000649 0.388235 0.1823 0.1686 0.0684 0.3859
H -2.001226 0.560053 -1.016638 -3.8533 1.2819 -0.2186 0.3848
H -2.731177 1.681030 0.037922 0.2253 -0.3529 -0.0345 0.2822
H 0.018106 1.892908 -0.092395 -0.0204 -0.2962 0.0988 0.3222

=====

[9]
15
Properties=species:S:1:pos:R:3:forces:R:3:mulliken_charge:R:1 method="wB97M-V/def2-TZVPD" e_above_lowest_kcal_mol=23.1 homo_lumo_gap_ev=8.635 charge=0 homo_energy_ha=-0.280
C -2.084042 1.123361 0.112401 -0.0633 -0.0902 -0.0914 -1.2185
C -0.863310 0.245594 0.021573 0.0020 -0.1915 0.1430 0.3446
C 0.136275 0.076490 -0.924921 -0.1495 -0.4704 0.2027 -0.4880
C 1.221123 -0.593241 -0.302676 -0.0897 -0.1851 0.3433 0.6165
N 2.504346 -0.736544 -0.898076 -0.0048 0.0409 0.0415 -0.6878
C 0.811359 -0.975510 0.942762 0.1957 -0.0313 0.0835 -0.8747
N -0.442284 -0.425236 1.134089 -0.0725 0.0758 0.1635 -0.0217
H -2.050469 1.712253 1.041938 0.0680 -0.2082 -0.2038 0.3149
H -2.115711 1.854520 -0.699577 0.0262 -0.2835 0.0127 0.3081
H -3.025868 0.565530 0.123979 0.0847 0.0057 -0.0855 0.2979
H 0.045764 -0.191176 -1.958561 -0.3306 1.4356 -0.8619 0.2458
H 3.140536 -0.137601 -0.375654 0.0527 -0.3237 -0.0984 0.2697
H 2.470083 -0.321866 -1.827512 0.0153 -0.2300 0.1316 0.2892
H 1.245597 -1.670800 1.641530 0.1129 0.2974 0.1754 0.4007
H -0.993397 -0.525773 1.968704 0.1527 0.1586 0.0438 0.2033

=====

[10]
15
Properties=species:S:1:pos:R:3:forces:R:3:mulliken_charge:R:1 method="wB97M-V/def2-TZVPD" e_above_lowest_kcal_mol=123.6 homo_lumo_gap_ev=9.736 charge=0 homo_energy_ha=-0.343
C -0.364616 -1.433055 0.773264 0.1720 0.0970 -0.0724 -0.9033
C -1.313353 0.150157 -0.892031 0.0917 0.0490 0.2180 -0.9154
N -0.249611 -0.102167 0.122504 -0.1876 1.0746 0.6038 0.0795
H -0.239486 0.812366 0.887415 0.7427 -0.2077 -0.9048 0.3872
H -1.336725 -1.490252 1.261584 0.0513 0.0457 -0.0511 0.3950
H -1.186750 1.171280 -1.245542 -0.0040 -0.0494 -0.0607 0.3403
H -0.267890 -2.219945 0.027280 0.0048 0.0358 -0.0007 0.3378
H 0.431556 -1.522696 1.508253 -0.0348 0.0152 -0.0146 0.3447
H -1.215751 -0.566220 -1.706686 0.0240 0.0851 0.0145 0.3666
H -2.282860 0.049690 -0.405632 0.0690 -0.0400 -0.0099 0.3856
C 0.777609 2.122131 0.998929 -0.9445 0.0661 0.6733 -0.1583
C 1.039512 0.181347 -0.401129 0.4073 -2.2442 -0.6554 -0.4686
C 2.061218 -0.199744 -0.941040 -0.8144 1.1753 0.4175 -0.1152
N 1.113452 3.165467 1.371348 0.2259 0.1192 -0.0876 -0.4947
H 3.033695 -0.118358 -1.358518 0.1966 -0.2219 -0.0699 0.4189